# 1
Here is C28H27F5O2PTi as an isolated structure at a distorted geometry from the Open Molecules 2025 dataset. Energies are from ωB97M-V with the def2-TZVPD basis set.

Positions of all 64 atoms, in Å:
Ti 11.1534 9.7655 12.9730
C 10.5920 12.3411 12.8296
C 9.6310 11.5482 13.4765
C 9.9200 10.8301 14.6292
C 11.2497 10.8657 15.1470
C 12.1819 11.6572 14.5294
C 11.8954 12.4159 13.3989
H 10.3462 12.9109 11.9615
H 8.5932 11.6158 13.0994
H 9.1849 10.2068 15.1380
H 11.4820 10.2060 15.9732
H 13.1727 11.7400 14.9216
H 12.6065 13.0467 12.9047
F 13.2988 8.0393 12.3594
C 13.2876 9.2516 13.0839
F 13.9302 8.9239 14.2571
C 14.2042 10.1706 12.3068
F 13.4612 10.8719 11.4260
F 15.2018 9.6209 11.6251
F 14.7591 11.1140 13.1332
C 10.4227 5.5499 13.6100
C 9.9841 6.8938 14.2307
O 10.9788 7.9064 13.8878
H 9.6364 4.8131 13.6953
H 11.3007 5.1791 14.1069
H 10.6070 5.7417 12.5213
H 9.9832 6.8542 15.2988
H 9.0882 7.3298 13.7894
H 11.8767 7.4818 14.0006
O 10.8121 9.4057 11.2388
P 10.6659 8.7866 9.8036
C 11.5304 7.2171 9.7089
C 12.9388 7.2926 9.6182
C 13.6185 6.1346 9.2611
C 12.9361 4.8996 9.1523
C 11.5737 4.8914 9.3762
C 10.8187 6.0207 9.6258
C 8.8795 8.5570 9.6345
C 8.0871 9.0211 8.5839
C 6.7647 8.7124 8.5555
C 6.2011 7.8962 9.4957
C 6.9442 7.4341 10.5598
C 8.2906 7.7579 10.6173
C 11.2380 9.9840 8.6134
C 11.0207 9.7280 7.3101
C 11.4662 10.5204 6.2853
C 12.1890 11.6638 6.6115
C 12.5174 11.8998 7.9313
C 12.0383 11.0883 8.9666
H 13.4591 8.2282 9.8374
H 14.6626 6.1970 9.1077
H 13.4068 3.9658 8.9626
H 11.0302 3.9697 9.3231
H 9.7193 6.0491 9.7441
H 8.5080 9.6202 7.8191
H 6.1636 8.9923 7.6923
H 5.1242 7.6026 9.3967
H 6.4867 6.7799 11.2927
H 8.8384 7.3465 11.4911
H 10.5287 8.7856 7.0415
H 11.2702 10.2590 5.2537
H 12.6085 12.3031 5.8248
H 13.1151 12.7727 8.1174
H 12.2902 11.2891 9.9798

Summary:
<S²>: 0.754
Kohn-Sham gap (alpha / beta): 8.15 / 7.87 eV
Relative energy (zero: lowest compared OMol25 entry of this formula, charge and spin): 35.6 kJ/mol
Net charge: +2
Total energy: -79548.023 eV
2S+1: 2
LUMO energy (alpha / beta): -6.7 / -7.0 eV
HOMO energy (alpha / beta): -14.9 / -14.9 eV

---

# 2
Here is an isolated ion of composition C28H27FNO8S2 and charge -1 at a distorted geometry from the Open Molecules 2025 dataset. Energies are from ωB97M-V with the def2-TZVPD basis set.

Positions of all 67 atoms, in Å:
C -6.0583 -2.9488 1.4124
N -4.8411 -3.2284 0.6738
C -4.8063 -4.5055 -0.0094
C -3.6915 -2.4609 0.8147
C -2.5260 -3.0013 1.4053
C -1.3872 -2.2234 1.5438
C -1.2958 -0.9813 0.9052
C 0.0884 -0.2738 0.9249
C 1.1710 -1.3290 0.7076
C 1.0012 -2.4233 -0.2586
O 0.0482 -2.5237 -1.0036
O 1.9971 -3.3814 -0.3453
C 3.0067 -3.3990 0.6748
C 4.1843 -4.2259 0.1492
C 2.4787 -3.9692 1.9803
O 3.5039 -2.0553 0.8548
C 2.5511 -1.0848 1.1124
O 2.9269 -0.0667 1.6444
C 0.3189 0.9147 0.1005
F -0.7873 1.6765 -0.2067
S 0.9992 0.4171 -1.6494
O 2.2331 -0.3381 -1.5184
O -0.1593 -0.1426 -2.3108
C 1.4843 1.7821 -2.7323
C 2.8349 2.0280 -2.9234
C 3.2363 2.9239 -3.9189
C 2.2768 3.5416 -4.7296
C 0.9169 3.2992 -4.5174
C 0.5132 2.4000 -3.5249
S 1.5195 2.3857 0.9035
O 1.8501 2.1783 2.2969
O 2.5739 2.5378 -0.0854
C 0.7236 4.0457 1.0796
C 0.4501 4.8427 -0.0276
C -0.1339 6.1050 0.1582
C -0.4175 6.5717 1.4473
C -0.1093 5.7725 2.5536
C 0.4658 4.5104 2.3684
C -2.4645 -0.4299 0.3700
C -3.6695 -1.1187 0.3958
H -6.0335 -1.9337 1.8291
H -6.9181 -3.0515 0.7339
H -6.1845 -3.6634 2.2475
H -3.9694 -4.4999 -0.7221
H -4.6679 -5.3398 0.6991
H -5.7584 -4.6303 -0.5480
H -2.5523 -4.0230 1.7834
H -0.5452 -2.5869 2.1382
H 0.2497 0.0629 1.9689
H 4.5389 -3.8073 -0.7958
H 4.9973 -4.2022 0.8785
H 3.8784 -5.2627 -0.0084
H 1.6236 -3.3880 2.3467
H 2.1723 -5.0089 1.8152
H 3.2745 -3.9561 2.7355
H 3.5697 1.5071 -2.3168
H 4.2977 3.1197 -4.0583
H 2.5896 4.2166 -5.5294
H 0.1593 3.7937 -5.1301
H -0.5348 2.1618 -3.3682
H 0.6915 4.4828 -1.0260
H -0.3623 6.7219 -0.7091
H -0.8706 7.5553 1.5903
H -0.3096 6.1186 3.5678
H 0.7190 3.8907 3.2241
H -2.4833 0.5453 -0.0829
H -4.5778 -0.6444 0.0212

Summary:
Kohn-Sham gap: 6.29 eV
Relative energy (zero: lowest compared OMol25 entry of this formula, charge and spin): 0.0 kJ/mol
Net charge: -1
Total energy: -71730.594 eV
LUMO energy: 2.4 eV
Structure (SMILES): CN(C)c1ccc([C@@H](C2=C([O-])OC(C)(C)OC2=O)C(F)(S(=O)(=O)c2ccccc2)S(=O)(=O)c2ccccc2)cc1
HOMO energy: -3.9 eV

---

# 3
Here is an isolated ion of composition C28H27N2O and charge +1 at a distorted geometry from the Open Molecules 2025 dataset. Energies are from ωB97M-V with the def2-TZVPD basis set.

Positions of all 58 atoms, in Å:
O 1.7001 1.8920 3.0500
C 1.5500 0.6428 2.9210
C 2.8213 -0.0638 2.4341
C 3.9329 0.7650 2.1709
C 5.1080 0.2389 1.6436
C 5.2266 -1.1293 1.3937
C 4.1479 -1.9587 1.7281
C 2.9616 -1.4532 2.2731
C 0.2795 -0.0709 3.3607
C -0.1201 0.5586 5.0332
C 0.1258 1.9698 5.4947
C 1.3500 2.4961 5.9883
C 1.3786 3.7581 6.5939
C 0.2471 4.5670 6.6259
C -0.9370 4.1121 6.0445
C -0.9994 2.8376 5.4894
N 0.2487 -0.4060 5.9401
C 0.7144 -0.1971 7.3156
C 0.6429 -1.5892 7.9695
C 0.3089 -2.5855 6.8644
C -0.1568 -1.7671 5.6667
N -0.8313 0.3645 2.4428
C -0.9838 1.7126 2.3455
C -2.2264 2.2942 2.2999
C -3.3638 1.5238 2.1884
C -3.2102 0.1366 2.0615
C -4.3405 -0.7134 1.9102
C -4.2307 -2.0688 1.8770
C -2.9490 -2.6707 2.0332
C -1.8147 -1.8733 2.1726
C -1.9402 -0.4644 2.1856
H 3.8791 1.8249 2.4061
H 5.9160 0.9261 1.4183
H 6.1339 -1.5266 0.9284
H 4.2293 -3.0196 1.5368
H 2.1532 -2.1042 2.6137
H 0.3505 -1.1115 3.4949
H -1.1452 0.3478 4.6120
H 2.2428 1.8874 5.9418
H 2.3239 4.1262 6.9898
H 0.3164 5.5922 6.9670
H -1.8084 4.7630 5.9665
H -1.9579 2.4463 5.1198
H 0.0658 0.4827 7.8785
H 1.7444 0.2179 7.3416
H -0.1259 -1.6039 8.7427
H 1.5977 -1.8090 8.4263
H 1.2097 -3.1368 6.5576
H -0.4431 -3.3082 7.1651
H 0.2932 -2.1450 4.7380
H -1.2475 -1.8582 5.5323
H -0.1077 2.3189 2.5048
H -2.2629 3.3568 2.4322
H -4.3818 1.9312 2.1780
H -5.2932 -0.2380 1.8094
H -5.0837 -2.7201 1.6849
H -2.8433 -3.7717 2.0324
H -0.8257 -2.3478 2.3153

Summary:
Kohn-Sham gap: 6.39 eV
Relative energy (zero: lowest compared OMol25 entry of this formula, charge and spin): 81.4 kJ/mol
Net charge: +1
Total energy: -34493.675 eV
LUMO energy: -4.4 eV
Structure (SMILES): O=C(c1ccccc1)[C@@H]([C@H](c1ccccc1)N1CCCC1)[n+]1cccc2ccccc21
HOMO energy: -10.8 eV

---

# 4
Here is C28H27N3RuSSi as an isolated structure at a distorted geometry from the Open Molecules 2025 dataset. Energies are from ωB97M-V with the def2-TZVPD basis set.

Positions of all 61 atoms, in Å:
C 0.8075 1.7344 0.0409
C -0.1170 1.9607 -1.0058
C -1.4323 1.7880 -0.5026
H 0.1277 2.3140 -2.0194
C -1.3524 1.6413 0.9333
C 0.0847 1.5394 1.2693
H 0.4922 1.5417 2.2721
H 1.8985 1.7890 -0.0187
H -2.3645 1.8741 -1.0555
H -2.1441 1.8760 1.6240
Ru -0.6980 -0.2935 0.6402
C -1.2938 -2.0201 -2.2661
H -2.2509 -1.5858 -1.9580
H -0.7109 -2.4168 -1.4156
H -1.5446 -2.8857 -2.9045
Si -0.1314 -0.7929 -3.5528
C 1.5850 -1.2622 -4.2284
C 2.4990 -0.1846 -4.2801
H 2.1847 0.8381 -4.0511
C 3.8512 -0.3840 -4.5609
H 4.5190 0.4688 -4.5513
C 4.3554 -1.6499 -4.8484
H 5.4150 -1.7897 -5.1031
C 3.4549 -2.7184 -4.7972
H 3.8331 -3.7128 -5.0080
C 2.0920 -2.5479 -4.4805
H 1.4234 -3.4084 -4.4141
C -1.3615 0.2217 -4.5115
C -0.8997 0.9540 -5.6174
H 0.0740 0.7229 -6.0631
C -1.6859 1.9985 -6.1158
H -1.3258 2.5847 -6.9692
C -2.9207 2.2932 -5.5137
H -3.5356 3.0994 -5.9079
C -3.3493 1.5990 -4.3747
H -4.2785 1.8660 -3.8562
C -2.5704 0.5527 -3.8723
H -2.8922 0.0049 -2.9865
H -1.1126 -0.6122 -0.8317
H 0.4445 0.4590 -3.1235
N -0.7637 -2.6160 4.1351
C -1.0658 -1.4174 4.7830
C -1.0715 -1.0748 6.1244
C -1.2279 0.2837 6.4555
C -1.3238 1.2555 5.4465
C -1.2849 0.9031 4.0930
C -1.1813 -0.4535 3.7783
N -0.9484 -1.0890 2.5608
C -0.6987 -2.3890 2.7867
C -0.1099 -3.1666 1.7390
C 0.3615 -4.4806 1.6564
S 1.2470 -4.7023 0.1675
C 0.9854 -3.0363 -0.2255
N 0.1703 -2.3965 0.6293
H -0.5843 -3.5062 4.5734
H -0.9770 -1.8545 6.8741
H -1.2565 0.6066 7.5024
H -1.4275 2.3091 5.7052
H -1.3020 1.6542 3.3165
H 0.1328 -5.2515 2.3758
H 1.3434 -2.5630 -1.1367

Summary:
<S²>: 6.039
Kohn-Sham gap (alpha / beta): 6.49 / 3.80 eV
Relative energy (zero: lowest compared OMol25 entry of this formula, charge and spin): 262.8 kJ/mol
Net charge: +2
Total energy: -55218.774 eV
2S+1: 5
LUMO energy (alpha / beta): -5.5 / -9.8 eV
HOMO energy (alpha / beta): -12.0 / -13.6 eV

---

# 5
Here is C28H28As2KN4 as an isolated structure from the Open Molecules 2025 dataset. Energies are from ωB97M-V with the def2-TZVPD basis set.

Positions of all 63 atoms, in Å:
K 3.2012 0.5342 0.6806
C -0.6195 0.3574 0.0235
C 0.4456 -0.7196 0.1109
As -0.1738 -2.6111 0.2132
C -1.3132 -2.6584 -1.3675
C -1.0205 -1.9130 -2.5056
C -1.7861 -2.0471 -3.6558
C -2.8490 -2.9369 -3.6841
C -3.1379 -3.6988 -2.5603
C -2.3719 -3.5643 -1.4123
C -1.4952 -2.3268 1.6305
C -1.0937 -2.6535 2.9224
C -1.9277 -2.4178 4.0081
C -3.1824 -1.8645 3.8056
C -3.5997 -1.5503 2.5175
C -2.7625 -1.7791 1.4368
As 0.0558 2.1858 -0.3125
C 1.0004 2.4962 1.3770
C 2.1385 3.3031 1.3323
C 2.9198 3.5013 2.4650
C 2.5698 2.8837 3.6591
C 1.4382 2.0756 3.7158
C 0.6567 1.8852 2.5823
C -1.6248 3.0919 0.0903
C -2.7129 2.8600 -0.7491
C -3.9267 3.4875 -0.5164
C -4.0602 4.3655 0.5505
C -2.9791 4.6121 1.3823
C -1.7655 3.9774 1.1531
H -1.2424 0.3619 0.9161
H -1.2881 0.1615 -0.8173
H 0.9917 -0.6333 1.0574
H 1.1649 -0.6716 -0.7140
H -0.1856 -1.2211 -2.5101
H -1.5492 -1.4558 -4.5313
H -3.4464 -3.0421 -4.5802
H -3.9601 -4.4026 -2.5785
H -2.6032 -4.1702 -0.5439
H -0.1205 -3.1053 3.0829
H -1.6020 -2.6813 5.0062
H -3.8405 -1.6876 4.6463
H -4.5819 -1.1246 2.3557
H -3.1002 -1.5289 0.4390
H 2.4361 3.7472 0.3872
H 3.7983 4.1314 2.4079
H 3.1706 3.0355 4.5463
H 1.1597 1.5990 4.6470
H -0.2292 1.2632 2.6470
H -2.6167 2.1878 -1.5952
H -4.7659 3.2965 -1.1724
H -5.0048 4.8622 0.7303
H -3.0759 5.2997 2.2124
H -0.9281 4.1774 1.8101
N 6.3117 -2.8147 -3.2689
C 6.2366 -1.6641 -3.9508
N 6.7370 -1.6121 -5.1918
N 5.6937 -0.5562 -3.4844
C 5.1960 -0.5297 -2.2816
N 4.7249 -0.4460 -1.2221
H 6.7499 -3.6266 -3.6647
H 5.9371 -2.8766 -2.3383
H 7.1398 -2.4074 -5.6512
H 6.6690 -0.7416 -5.6883

Summary:
Kohn-Sham gap: 8.18 eV
Relative energy (zero: lowest compared OMol25 entry of this formula, charge and spin): 0.0 kJ/mol
Net charge: +1
Total energy: -173448.935 eV
LUMO energy: -2.3 eV
HOMO energy: -10.5 eV

---

# 6
Here is C28H28B3FeN4O24 as an isolated structure at a distorted geometry from the Open Molecules 2025 dataset. Energies are from ωB97M-V with the def2-TZVPD basis set.

Positions of all 88 atoms, in Å:
Fe 0.1697 -0.1538 -0.3906
O -2.2536 -3.5209 0.7058
C -3.0407 -2.6516 0.9711
O -4.1919 -2.7635 1.5704
B -4.7884 -1.4213 1.7958
O -3.8113 -0.4830 1.1291
C -2.8248 -1.1565 0.6730
O -1.8602 -0.7116 0.0775
O -4.8940 -1.1534 3.2264
C -6.1733 -0.9859 3.5488
O -6.6228 -0.8121 4.6357
C -6.9906 -1.0795 2.2348
O -6.1102 -1.2527 1.2386
O -8.1704 -1.0200 2.1234
O -0.8186 7.8279 1.0096
C -0.5026 6.8147 1.5360
O -1.1834 5.6612 1.4876
B -0.3854 4.6072 2.1025
O 0.8119 5.2392 2.6235
C 0.7800 6.5544 2.3578
O 1.6063 7.3477 2.6654
O -0.0103 3.5626 1.0722
C -0.5099 2.4425 1.4174
O -0.4235 1.3951 0.7956
C -1.2060 2.5737 2.7888
O -1.1376 3.8426 3.1167
O -1.6499 1.6579 3.4127
O 5.2640 2.2606 -6.6386
C 4.3251 1.6130 -6.3197
O 4.2868 0.7194 -5.3119
B 2.9353 0.2630 -5.1462
O 2.1708 0.7430 -6.2964
C 2.9144 1.6041 -6.9839
O 2.6060 2.2421 -7.9370
O 2.3083 0.7895 -3.8739
C 1.9062 -0.1856 -3.1560
O 1.4221 -0.0835 -2.0396
C 2.1900 -1.5150 -3.8947
O 2.8111 -1.2133 -5.0013
O 1.8812 -2.5993 -3.4897
C 4.3896 -0.2089 3.0274
C 5.0492 0.8041 2.0878
C 4.1018 1.8451 1.4964
C 2.9649 1.2099 0.8419
N 2.0700 0.7087 0.3282
H 3.4556 -0.5735 2.5788
H 4.1304 0.2215 3.9942
H 5.0226 -1.0790 3.1800
H 5.5274 0.2775 1.2585
H 5.8539 1.2835 2.6463
H 4.5899 2.4710 0.7462
H 3.7184 2.5395 2.2494
C -1.8573 -1.7660 4.3798
C -0.7959 -2.8562 4.2822
C 0.5591 -2.3456 3.7675
C 0.4367 -1.6648 2.4869
N 0.3406 -1.1302 1.4833
H -1.8695 -1.1435 3.4830
H -1.6813 -1.0910 5.2177
H -2.8351 -2.2207 4.5115
H -1.1456 -3.6504 3.6180
H -0.6096 -3.3193 5.2513
H 1.2806 -3.1548 3.6279
H 1.0078 -1.6328 4.4651
C 0.3778 -5.5073 0.8083
C 1.0845 -5.3109 -0.5176
C 0.2254 -4.6148 -1.5783
C 0.0986 -3.1875 -1.3620
N -0.0401 -2.0769 -1.1476
H 0.9841 -6.1251 1.4744
H -0.5431 -6.0598 0.6231
H 0.1641 -4.5873 1.3518
H 1.2796 -6.2939 -0.9596
H 2.0803 -4.8706 -0.4488
H -0.7967 -5.0079 -1.5607
H 0.5963 -4.7838 -2.5892
C -0.6848 3.0365 -4.9549
C -2.0275 3.1906 -4.2358
C -2.5884 1.8605 -3.6880
C -1.7133 1.3158 -2.6717
N -1.0083 0.8793 -1.8870
H -0.7676 2.3519 -5.7991
H 0.0837 2.6121 -4.3031
H -0.3687 4.0285 -5.2659
H -2.7543 3.5902 -4.9425
H -1.9320 3.9067 -3.4190
H -2.6927 1.1291 -4.4936
H -3.5909 2.0015 -3.2796

Summary:
<S²>: 8.755
Kohn-Sham gap (alpha / beta): 8.96 / 5.42 eV
Relative energy (zero: lowest compared OMol25 entry of this formula, charge and spin): 0.0 kJ/mol
Net charge: 0
Total energy: -121022.591 eV
2S+1: 6
LUMO energy (alpha / beta): -0.9 / -4.4 eV
HOMO energy (alpha / beta): -9.9 / -9.9 eV

---

# 7
Here is C28H28ClO2RhSi2 as an isolated structure from the Open Molecules 2025 dataset. Energies are from ωB97M-V with the def2-TZVPD basis set.

Positions of all 62 atoms, in Å:
Rh -1.0047 0.9993 0.4330
Cl -1.0307 -0.2574 7.5849
C -1.3614 0.0875 5.9186
C -2.6793 -0.0698 5.4402
C -2.9856 0.1951 4.1396
C -1.9963 0.6271 3.2056
O -2.3573 0.8584 2.0000
C -0.6627 0.7792 3.7122
C 0.4319 1.2350 2.9358
O 0.4878 1.4896 1.7178
C -0.3814 0.5074 5.0785
H -3.4478 -0.4037 6.1247
H -3.9947 0.0760 3.7699
H 1.3721 1.3960 3.4768
H 0.6301 0.6377 5.4421
C -0.8215 4.1463 0.0564
Si -0.5528 2.6942 -1.1228
C 1.0500 3.0340 -2.0388
C -2.0100 2.7001 -2.3167
H -0.7335 5.0915 -0.4901
H -0.0826 4.1532 0.8591
H -1.8100 4.1148 0.5162
H 0.9454 3.9723 -2.5893
H 1.3184 2.2587 -2.7514
H 1.8755 3.1636 -1.3401
H -2.0085 3.6877 -2.7908
H -2.9660 2.5906 -1.8011
H -1.9493 1.9551 -3.1026
C 0.8416 -0.3449 -5.4873
C -0.4327 -0.3520 -4.9351
C -0.5866 -0.4036 -3.5581
C 0.5150 -0.4437 -2.6996
C 1.7851 -0.4629 -3.2787
C 1.9503 -0.4076 -4.6557
Si 0.2660 -0.4922 -0.8325
C 1.9624 -0.7450 -0.0445
C 2.3961 -2.0101 0.3481
C 3.6568 -2.2049 0.8986
C 4.5137 -1.1277 1.0652
C 4.1013 0.1429 0.6824
C 2.8396 0.3262 0.1400
C -0.8068 -2.0089 -0.4428
C -1.2937 -2.8917 -1.4077
C -2.0979 -3.9701 -1.0634
C -2.4324 -4.1922 0.2638
C -1.9505 -3.3372 1.2467
C -1.1501 -2.2629 0.8922
H 0.9687 -0.3012 -6.5612
H -1.3032 -0.3178 -5.5782
H -1.5905 -0.4189 -3.1446
H 2.6619 -0.5139 -2.6442
H 2.9464 -0.4153 -5.0797
H 1.7379 -2.8634 0.2239
H 3.9687 -3.1981 1.1953
H 5.4968 -1.2752 1.4935
H 4.7633 0.9901 0.8120
H 2.5246 1.3221 -0.1325
H -1.0369 -2.7390 -2.4500
H -2.4621 -4.6393 -1.8326
H -3.0608 -5.0316 0.5325
H -2.1975 -3.5081 2.2870
H -0.7694 -1.6212 1.6794

Summary:
Kohn-Sham gap: 7.45 eV
Relative energy (zero: lowest compared OMol25 entry of this formula, charge and spin): 14.1 kJ/mol
Net charge: 0
Total energy: -64872.418 eV
LUMO energy: -0.8 eV
HOMO energy: -8.2 eV